{"formula": "C8H19N", "method": "ωB97M-V/def2-TZVPD", "lumo_ev": 0.945, "smiles": "CC(C)(C)N.C=CCC", "e_homo_ev": -8.90, "homo_lumo_gap_ha": 0.362, "elements": ["H", "C", "H", "H", "C", "H", "H", "H", "H", "H", "C", "C", "C", "H", "H", "N", "C", "H", "C", "H", "H", "H", "C", "H", "H", "H", "H", "H"], "xyz": [[0.58409, -0.86106, -1.93418], [-3.12720, 2.10432, 1.22967], [3.26897, -2.30138, -0.95483], [-1.86579, 0.36714, 1.14496], [2.32567, -0.03162, -0.22354], [-0.20023, 2.33343, -2.06616], [-0.49249, 2.36530, 0.34447], [1.39431, -2.78364, -1.34029], [-3.58125, 2.82999, 0.55642], [0.32098, -2.35454, 1.39036], [-0.96756, 1.74374, -1.58814], [1.52404, -1.32430, -0.07574], [2.30638, -2.56416, -0.52186], [-3.91943, 1.59254, 1.77372], [-2.51579, 2.64416, 1.95218], [0.39123, -1.40016, -1.08623], [0.93910, -1.46061, 1.32571], [2.71597, 0.06709, -1.23656], [-2.28016, 1.10034, 0.44475], [0.32349, -0.59560, 1.57541], [1.70435, 0.83679, -0.00270], [-0.47288, -1.00891, -0.71683], [-1.15556, 1.77364, -0.27849], [1.74587, -1.54976, 2.05120], [3.16913, -0.04243, 0.46421], [2.43003, -3.27725, 0.28834], [-2.90782, 0.56060, -0.26811], [-1.65741, 1.23635, -2.24773]], "atomic_forces_ev_per_a": [[0.1897, -0.0910, 0.3876], [0.0417, -0.1464, -0.0598], [0.0435, -0.1977, -0.1523], [-0.0557, -0.0504, -0.0139], [-0.2171, -0.1615, 0.1861], [0.2363, -0.0727, 0.0046], [0.1362, 0.0077, 0.0221], [3.3652, -1.2083, 1.7726], [-0.0238, 0.0461, 0.0000], [-0.0417, -0.0875, 0.0059], [-0.2284, 0.4375, -0.0315], [-0.6491, 0.1859, -0.9079], [-1.9208, 0.0037, -1.5573], [-0.0512, 0.0222, 0.0338], [0.0149, 0.0509, 0.0320], [-1.0415, 1.3879, 0.6580], [0.0487, -0.0033, -0.3625], [0.0113, -0.0082, -0.0596], [0.0393, 0.0189, 0.0542], [0.0089, 0.0647, 0.0787], [0.0092, 0.0524, -0.0073], [0.1277, 0.1866, -0.0101], [-0.1630, 0.0494, -0.0240], [0.0126, 0.0444, 0.0874], [0.1267, 0.0590, 0.0608], [-0.0167, -0.3169, -0.1794], [0.0370, -0.0479, 0.0076], [-0.0398, -0.2254, -0.0259]]}

=====

{"formula": "C8H19N2O10PS2", "method": "ωB97M-V/def2-TZVPD", "lumo_ev": 0.347, "smiles": "CNC[C@H](OC=O)[PH2]=N.O=S1(=O)OCCO1.O=S1(=O)OCCO1", "e_homo_ev": -9.20, "homo_lumo_gap_ha": 0.351, "elements": ["O", "O", "C", "H", "C", "C", "H", "H", "H", "N", "H", "C", "H", "C", "H", "O", "P", "H", "H", "H", "C", "O", "S", "S", "O", "H", "H", "H", "H", "O", "O", "H", "O", "O", "O", "H", "H", "H", "N", "C", "C", "H"], "xyz": [[2.17386, 0.19722, 0.55924], [3.50239, 1.89014, 0.45731], [5.16464, -1.28556, 0.62390], [6.13598, -1.68272, 0.39800], [-5.63381, -1.56614, -2.31522], [1.16140, 4.97152, 1.88726], [0.20875, -1.01165, 1.88700], [0.77487, 3.53189, 0.31756], [5.21705, -0.20848, 0.64502], [-1.01300, -1.21242, -0.26948], [-3.50407, -1.49955, -2.71639], [0.70184, 3.61449, 1.40410], [2.91705, -2.37349, 1.18004], [-4.18892, -1.54119, -1.86721], [2.04734, 5.32096, 1.36481], [0.05461, 5.84330, 1.61857], [0.23997, -1.60569, 0.60601], [-6.31296, -1.33829, -1.49130], [0.37735, -2.99805, 0.78379], [1.68232, -0.90807, -1.16026], [2.90417, -2.10909, 0.12107], [-4.12730, -4.64727, -2.82443], [-4.91641, -3.91869, -1.90250], [-1.32432, 5.02480, 1.68300], [-1.98231, 5.17091, 0.43885], [-5.82498, -0.88883, -3.14283], [1.34799, 4.97108, 2.96307], [1.24817, 2.79800, 1.86678], [2.55247, -2.97940, -0.41231], [-0.68440, 3.55764, 1.77054], [-4.00520, -2.80083, -1.20235], [4.62776, -2.59003, -0.79980], [-1.97437, 5.30083, 2.90794], [-5.86113, -2.92108, -2.72919], [-5.67817, -4.56300, -0.90095], [-3.96941, -0.72435, -1.18605], [3.36480, 0.72391, -1.08460], [-1.46235, -2.08761, -0.52498], [4.21589, -1.76080, -0.40220], [3.06609, 0.96937, -0.06812], [1.86345, -1.02794, -0.10403], [4.91289, -1.63582, 1.62032]], "atomic_forces_ev_per_a": [[-0.2571, -0.8542, -0.2993], [1.9596, 4.3778, 2.5043], [-0.4188, -0.1449, -0.2769], [0.5729, 0.0143, -0.1691], [-0.1564, 0.1837, 0.3250], [0.1562, -0.1013, 0.3662], [0.4793, -0.2292, 0.0124], [0.0424, -0.0003, 0.0171], [0.0916, 0.3593, 0.0552], [0.4061, -0.5319, 0.2615], [-0.0219, 0.0428, 0.0017], [0.1632, -0.0560, -0.4061], [0.1810, -0.0342, 0.2636], [0.2037, 0.1728, -0.3537], [-0.1192, 0.1466, -0.0988], [-0.1335, -0.1951, -0.2075], [-1.0867, 0.7237, -0.8514], [0.0215, 0.0122, -0.0071], [0.3523, 0.1369, 0.3037], [-0.0474, 0.3792, -0.4214], [0.1074, 0.2934, -0.2250], [0.0352, -0.2829, -0.1520], [0.0202, 0.6327, -0.0730], [0.5931, -0.2224, -0.0335], [-0.2351, 0.1646, -0.1596], [-0.0330, -0.1701, -0.1287], [0.0065, -0.0178, -0.0150], [-0.1742, -0.0669, 0.0802], [-0.2074, -0.3806, -0.2049], [0.0238, 0.2769, 0.2741], [-0.3221, -0.0583, 0.0906], [-0.1089, -0.0509, -0.2218], [-0.2785, 0.0097, 0.1624], [0.3113, -0.0714, -0.0286], [-0.0273, -0.2620, 0.1972], [0.0788, -0.1679, 0.1752], [-0.3542, -0.7305, -0.4061], [-0.3332, 0.1891, -0.2349], [0.3255, -0.0760, 0.6144], [-1.1233, -2.4665, -2.0239], [-0.5150, -0.8601, 1.0213], [-0.1785, -0.0847, 0.2721]]}

=====

{"formula": "C8H19N2O3P", "method": "ωB97M-V/def2-TZVPD", "lumo_ev": 0.039, "smiles": "CCC(=C=O)P(=O)=O.CNC.CNC", "e_homo_ev": -9.05, "homo_lumo_gap_ha": 0.334, "elements": ["H", "H", "H", "H", "H", "N", "H", "H", "C", "C", "P", "C", "H", "O", "H", "H", "H", "N", "H", "C", "H", "C", "O", "C", "H", "H", "H", "C", "H", "C", "H", "O", "H"], "xyz": [[-1.07712, -2.88751, 1.07822], [1.34498, 2.23813, 1.83666], [-4.08096, 0.47719, 0.40291], [-3.11877, -0.79126, -0.38735], [0.46913, -2.14410, 1.74071], [-2.16657, 1.02487, -0.05159], [0.58527, 1.00670, -0.14893], [-3.78216, 0.69297, -1.37554], [-2.00087, 2.29435, -0.84323], [1.55574, 1.21055, 0.11737], [3.97005, 0.44490, -0.02441], [-0.60560, -2.37647, -1.26323], [3.12640, 1.61201, 1.43718], [4.46096, 1.64505, -0.72424], [-2.14243, 1.07893, 0.95146], [-0.74608, -0.62617, -0.41983], [-0.38543, -1.76089, -2.09952], [-0.30650, -1.51149, -0.13984], [-2.20218, 1.93810, -1.95193], [-0.47412, -1.95824, 1.23768], [-1.68796, -2.78481, -1.46948], [1.96650, 1.48726, 1.56118], [2.35090, -2.54746, -0.39877], [-3.33881, 0.27151, -0.37072], [0.09093, -3.33839, -1.07539], [-1.05492, 2.77313, -0.66225], [1.89507, 2.05645, -0.61622], [2.19097, -1.41956, -0.24296], [-2.68818, 2.96523, -0.47829], [2.26710, -0.11460, -0.29377], [-1.04811, -1.24870, 1.72677], [4.93477, -0.38611, 0.65720], [1.69797, 0.67841, 2.29015]], "atomic_forces_ev_per_a": [[0.5031, 0.3772, 1.1833], [-0.7090, 3.3746, 1.3569], [-0.5051, -0.3305, -0.1839], [-0.2323, -0.2381, -0.3634], [0.0834, -0.1570, 0.0739], [1.6942, 0.3484, -0.8975], [-2.7942, 0.0563, 0.2826], [0.7394, -1.3364, 1.7823], [0.1006, -3.4576, -0.9714], [1.9789, -0.7865, -1.6395], [1.4972, -0.1413, -2.3147], [0.2788, -3.4031, 1.4860], [-2.0812, 0.7090, 1.4927], [-1.4771, 0.0905, 0.1843], [0.4376, 0.8564, 0.1467], [0.1449, -0.0666, 1.3202], [0.6478, -0.1383, -1.2038], [-0.0852, 1.3577, -1.2548], [0.6704, 1.3225, 2.2006], [-0.5827, -2.0301, -2.6347], [1.4990, 0.7743, 1.0159], [1.3843, -2.7554, -1.4419], [0.1889, -0.6524, 0.3827], [-1.5366, 1.2638, -1.5073], [-1.4741, 1.9973, -1.2733], [0.7439, -0.2857, -0.3585], [-0.3319, -1.5574, 1.4981], [-0.8891, -0.1086, -0.7361], [-2.1037, 1.8886, 0.1215], [2.5536, 2.9592, 0.6500], [-1.0810, 1.2746, 1.3905], [0.0544, -1.4337, 1.1894], [0.6829, 0.2283, -0.9770]]}

=====

{"formula": "C8H19NO", "method": "ωB97M-V/def2-TZVPD", "lumo_ev": 0.859, "smiles": "CCN(C)C(C)=O.CCC", "e_homo_ev": -9.11, "homo_lumo_gap_ha": 0.366, "elements": ["C", "H", "C", "H", "H", "H", "O", "H", "C", "H", "H", "C", "H", "C", "H", "H", "H", "H", "C", "C", "H", "H", "H", "H", "H", "C", "H", "H", "N"], "xyz": [[1.19805, -2.47515, -0.34404], [1.88456, 2.71509, -0.57707], [0.02012, -3.11161, 0.40949], [1.17569, 0.66458, 1.41193], [-1.32118, 1.72627, 1.85096], [0.47061, -2.68829, -2.45798], [-0.68758, 3.28824, -1.26378], [0.67998, 3.62376, 0.50864], [-1.92069, 1.22650, -1.02722], [-1.84584, 0.80551, -2.03329], [-2.06271, 0.44000, -0.29277], [-0.76461, 2.17198, -0.79682], [-0.95103, -2.73800, 0.07597], [-0.90408, 0.71003, 1.97373], [2.03624, -3.16323, -0.50561], [1.47495, -1.27566, -2.27471], [-0.40909, 1.01287, 2.90539], [1.88459, 2.59674, 1.18002], [1.26448, 2.73237, 0.29279], [0.21960, 0.51786, 0.90807], [1.54471, -1.60370, 0.20680], [0.07241, -2.78339, 1.45739], [-2.80160, 1.87057, -1.02647], [0.14866, -4.18400, 0.39923], [-0.08510, -1.34263, -1.60630], [0.82847, -1.95982, -1.71623], [-1.68767, 0.01752, 1.93759], [0.27950, -0.46127, 0.43091], [0.25856, 1.66688, -0.02662]], "atomic_forces_ev_per_a": [[0.4873, 0.1467, -0.8491], [0.5998, 1.1222, -0.4089], [0.7700, 0.7134, 0.6421], [-0.0822, -0.5795, 0.0955], [-0.3804, -0.4823, -0.7944], [0.4209, -0.3723, 0.4064], [-0.5182, 0.2285, -0.4423], [0.4817, 0.4374, -0.6572], [-0.5160, 0.6845, -0.4896], [0.0589, -0.0628, 0.1268], [0.2442, -0.0198, -0.0319], [0.6660, -1.5190, 0.8098], [0.0709, -0.4458, -0.3615], [1.9412, 2.7434, -0.3217], [-0.1026, -0.0019, 0.6184], [0.6262, -0.3407, 0.5337], [-0.3278, -1.5286, 0.4988], [-0.2087, -0.8430, -0.0313], [-1.0258, -0.7983, 0.1993], [-0.3078, 1.3583, 0.3144], [0.5004, -0.3505, 0.1021], [0.0547, -0.3118, -0.0767], [-0.1242, -0.1762, -0.0340], [-0.6303, -0.3090, -0.1083], [0.1850, -0.0296, 0.0924], [-2.0929, 0.9233, -1.1440], [-0.8696, -1.1652, 0.6325], [-0.6523, 0.5059, -0.0350], [0.7315, 0.4728, 0.7136]]}

=====

{"formula": "C8H19NO", "method": "ωB97M-V/def2-TZVPD", "lumo_ev": 0.680, "smiles": "CC(C)(C)C.CNC(C)=O", "e_homo_ev": -9.56, "homo_lumo_gap_ha": 0.376, "elements": ["H", "H", "C", "H", "C", "H", "H", "O", "C", "C", "H", "H", "C", "H", "N", "H", "H", "H", "H", "H", "H", "C", "H", "H", "H", "H", "C", "H", "C"], "xyz": [[-0.82564, 1.27920, -1.64486], [-2.53764, 1.40666, 1.57650], [-2.89695, 1.10638, 0.33516], [-0.14262, -0.32546, -1.36603], [-1.14788, -0.62122, 1.11017], [-3.16229, -1.85790, -0.63623], [-0.66303, 0.37954, 1.42496], [3.42612, -0.76930, -0.98684], [2.57384, -0.61084, -0.11534], [-1.78762, 0.00391, -0.17887], [-0.36988, -1.36030, 0.76491], [0.97991, -1.47000, 1.19848], [2.90034, 1.81454, -0.11678], [3.63413, 2.26729, 0.58741], [2.28141, 0.60930, 0.41370], [-3.04907, -0.64884, -1.90885], [3.44917, 1.49265, -1.02715], [-2.71077, 2.24941, -0.31232], [-3.98627, 0.64462, 0.44933], [1.60387, -2.52630, -0.14108], [-1.52101, -1.69274, -1.47601], [-2.46673, -1.14700, -1.16733], [2.12401, 2.50357, -0.35447], [2.67011, -2.30038, 1.19373], [-1.86577, -1.14520, 1.80427], [1.68779, 0.61572, 1.20128], [1.89295, -1.78211, 0.60819], [0.48902, 1.18914, -0.30828], [-0.57950, 0.69567, -0.92764]], "atomic_forces_ev_per_a": [[-1.7786, 3.9560, -4.8849], [-1.2231, -0.7302, -3.8066], [1.6194, 1.6368, 1.7131], [-0.1160, 2.5232, 0.3387], [0.0823, 0.7738, -1.3277], [0.8606, 0.8230, -0.1787], [-0.4535, -2.1742, 0.8463], [-1.0641, 0.0234, 0.4259], [1.0314, -0.5429, 0.4505], [-1.7727, 0.6192, 0.6578], [-1.5413, 0.9629, 0.4823], [2.1158, -0.5955, -0.3874], [1.1359, -0.8132, 0.2546], [-0.5535, -0.2840, -0.3821], [1.2511, -0.3184, -0.8203], [0.0460, 0.1346, -1.0162], [-0.4281, 0.3678, 0.5632], [-1.2325, -3.7276, 1.9124], [2.2762, 1.4114, -0.6597], [-0.1639, 0.2100, 0.0125], [-1.6214, 0.3159, -0.3762], [2.0190, 0.5233, 2.6845], [-0.4063, 0.8476, -0.3052], [-0.3713, 0.4035, 0.1178], [0.7447, 0.9810, -0.5407], [-0.4788, 0.2569, 0.7401], [-0.0746, 0.1074, -0.1614], [-4.2433, -1.4819, -1.6383], [4.3405, -6.2097, 5.2859]]}

=====

{"formula": "C8H19NO", "method": "ωB97M-V/def2-TZVPD", "lumo_ev": [-0.610, 0.571], "e_homo_ev": [-6.39, -8.45], "homo_lumo_gap_ha": [0.212, 0.332], "elements": ["H", "H", "H", "C", "H", "H", "C", "C", "H", "C", "H", "C", "H", "C", "H", "H", "C", "H", "N", "H", "H", "H", "H", "H", "H", "H", "C", "H", "O"], "xyz": [[2.61905, -2.76585, -0.18598], [-2.37471, -0.74530, -1.28861], [3.55390, -0.39394, -0.99774], [1.55880, -0.97546, -0.59952], [-1.15432, 0.32902, -1.98974], [-4.21865, 1.25032, 0.99236], [1.78759, -2.18714, 0.24174], [-0.08021, 0.31407, 0.42736], [-0.96539, -1.44691, -2.05896], [0.31824, 0.14975, 1.86362], [-0.32016, 0.81267, 2.44660], [-1.30423, -0.60750, -1.44643], [-3.00979, 2.05776, -0.02620], [0.02602, 1.70845, -0.12860], [1.36056, 0.43212, 2.03262], [0.10807, 1.73576, -1.21369], [-3.32738, 1.06001, 0.36167], [-0.87857, 2.24520, 0.16000], [-0.68677, -0.70374, -0.14672], [-3.72527, 0.51419, -0.52675], [0.90826, -2.82659, 0.27965], [2.87646, 0.41503, 0.40688], [0.13776, -0.86816, 2.19681], [1.15335, -1.17424, -1.58358], [2.07771, -1.92356, 1.26014], [2.40385, 0.92002, -1.22932], [2.63665, 0.06387, -0.59860], [0.88276, 2.22625, 0.30192], [-2.36355, 0.38386, 1.04905]], "atomic_forces_ev_per_a": [[-0.0479, 0.0115, 0.0380], [0.0267, -0.0196, -0.0365], [-0.0134, 0.0552, 0.0269], [0.2950, 0.0577, -0.0314], [0.0196, -0.0118, 0.0289], [0.1892, -0.0858, 0.0078], [0.0551, 0.0151, -0.0332], [-0.3649, -0.4076, -0.2945], [0.0059, 0.0397, 0.0174], [0.0172, -0.0424, -0.1156], [0.0054, 0.0329, -0.0085], [0.0576, 0.0564, 0.0538], [-0.0119, -0.1559, 0.1179], [0.0396, -0.1219, -0.0482], [-0.0350, 0.0062, -0.0233], [0.0049, -0.0190, 0.0201], [-0.1655, 0.2099, -0.4682], [0.0027, -0.0067, 0.0262], [-0.1105, 0.4831, 0.3735], [0.0733, 0.0295, 0.2060], [0.0046, 0.0108, 0.0012], [-0.0098, -0.0026, 0.0054], [0.0042, -0.0094, -0.0345], [-0.0547, 0.0083, -0.0106], [-0.0063, 0.0104, -0.0037], [-0.0077, -0.0073, 0.0076], [0.0954, -0.0939, -0.0357], [-0.0108, -0.0238, 0.0093], [-0.0580, -0.0190, 0.2037]]}

=====

Calculated largest force on an atom in order - 4.0 5.4 4.0 3.4 9.2 0.6 eV/Å
Calculated M in order - 129.25 398.35 222.22 145.25 145.25 145.25 g mol⁻¹
Calculated E_tot in order - -370.89863 -2315.74979 -992.67563 -446.16085 -446.05495 -446.00267 hartree